No. 1
The molecule C6H14N2O in a non-equilibrium geometry, computed with ωB97M-V/def2-TZVPD.

Each line ends with the Löwdin charge.
Positions of all 23 atoms, in Å:
C 2.59208 0.52706 -0.04978  -0.115
C -1.76839 1.67341 -0.25050  -0.012
N 1.26728 0.00490 0.27033  -0.286
C -1.42757 0.35378 0.41138  -0.413
N 1.02694 0.32132 1.61940  0.046
O -1.98217 0.02810 1.43721  0.065
H 0.74753 1.30408 1.70123  0.085
H 0.35519 -0.32403 2.01644  0.068
H 2.99641 0.08448 -0.95825  0.070
H 3.29170 0.26113 0.73878  0.073
H 2.60000 1.61830 -0.18222  0.074
H -1.17700 2.46257 0.21480  0.085
H -1.62419 1.67656 -1.32705  0.074
H -2.81535 1.90210 -0.06225  0.089
C -0.88197 -2.16361 0.03639  -0.058
C -0.90875 -0.79002 -0.61134  -0.287
C 0.46093 -0.29213 -0.99091  -0.158
H -1.57343 -0.74373 -1.47808  0.142
H -0.29589 -2.86657 -0.55280  0.081
H -1.89631 -2.54052 0.14986  0.082
H -0.42213 -2.11507 1.02127  0.072
H 0.39423 0.63252 -1.58816  0.107
H 1.04088 -1.01461 -1.56575  0.115

Calculated values
E_LUMO = 0.756 eV
SMILES = CC(=O)[C@H](C)CN(C)N
Max |F| = 4.3 eV/A
Energy above the lowest of the compared OMol25 structures with the same formula, charge and spin = 76.7 kcal per mole

***

No. 2
A structure of composition C32H56GaIN5O in a non-equilibrium geometry, computed with ωB97M-V/def2-TZVPD.

Each line ends with the Löwdin charge.
Positions of all 96 atoms, in Å:
C 0.32325 4.79459 1.72917  -0.149
O 1.43690 4.41201 0.89870  -0.280
C 1.10009 4.44417 -0.50869  -0.266
C 2.44473 4.13845 -1.33532  -0.240
C 2.43844 2.73163 -2.12520  -0.258
Ga 3.49410 1.21450 -1.17608  0.346
C 4.06000 1.91507 0.67942  -0.254
C 4.88357 0.87249 1.59500  -0.458
C 6.40607 0.69127 1.10912  -0.123
C 4.18201 -0.55743 1.78166  -0.110
C 2.48581 -0.58470 -1.18323  -0.308
C 0.95891 -0.54945 -0.68072  -0.769
C 0.70593 -1.96269 0.09961  -0.210
I 0.47055 1.01851 0.74964  0.891
C 5.28398 0.86742 -2.22037  -0.156
C 6.52633 1.81105 -2.13597  -0.086
C 7.80531 1.37958 -2.94386  -0.076
C 7.70761 0.05791 -3.73284  -0.192
N 6.58597 -0.80983 -3.85468  -0.031
C 5.44182 -0.39273 -3.11035  -0.162
H -0.37414 3.89387 1.93828  0.068
H 0.64961 5.18547 2.76578  0.094
H -0.25809 5.64562 1.23661  0.081
H 0.30010 3.68310 -0.81973  0.077
H 0.64891 5.48331 -0.72987  0.112
H 2.52498 4.97733 -2.13143  0.094
H 3.37486 4.28037 -0.66485  0.098
H 1.33428 2.44957 -2.33256  0.018
H 2.88770 2.94637 -3.17050  0.041
H 4.78691 2.79940 0.48357  0.048
H 3.21417 2.35319 1.31256  0.023
H 4.93447 1.34816 2.65041  0.115
H 6.49922 -0.01237 0.20979  0.069
H 6.82519 1.71381 0.78474  0.065
H 7.06594 0.30003 1.96511  0.071
H 4.61700 -1.24317 0.95559  0.075
H 3.05464 -0.54337 1.59934  0.031
H 4.49457 -1.01010 2.77978  0.073
H 3.01457 -1.43960 -0.62980  0.042
H 2.44494 -0.92618 -2.29215  0.045
H 0.18151 -0.51208 -1.51014  0.036
H 1.15440 -1.88345 1.16247  0.054
H 1.31377 -2.77992 -0.43008  0.075
H -0.39929 -2.21301 0.22192  0.049
H 6.47408 2.74251 -1.48869  0.076
H 8.73360 2.04640 -2.88281  0.069
H 8.66216 -0.26345 -4.29221  0.079
H 4.51917 -1.07971 -3.17278  0.076
C -3.85982 -3.94985 3.32719  -0.125
C -3.90750 -2.42596 3.28098  -0.270
C -2.60834 -1.80408 2.76369  -0.186
C -1.46825 -2.18246 3.66794  -0.214
N -0.57807 -2.48359 4.38076  0.126
H -3.08957 -4.30849 4.01536  0.069
H -4.81572 -4.34960 3.67430  0.022
H -3.65676 -4.36584 2.33569  0.079
H -4.12513 -2.04745 4.28523  0.106
H -4.73338 -2.11567 2.63429  0.109
H -2.69753 -0.71522 2.73666  0.112
H -2.39273 -2.15100 1.74975  0.104
C 1.27385 -0.43768 -5.66327  -0.105
C 0.24915 0.47581 -6.32881  -0.272
C -0.02401 1.74812 -5.52366  -0.173
C -0.56639 1.38937 -4.17187  -0.173
N -0.99102 1.10356 -3.10983  0.170
H 0.92390 -0.79569 -4.69155  0.067
H 1.45895 -1.31710 -6.28509  0.073
H 2.22553 0.08161 -5.51628  0.083
H -0.68326 -0.08055 -6.47093  0.108
H 0.61232 0.75380 -7.32270  0.106
H -0.75193 2.37516 -6.04500  0.110
H 0.89460 2.32800 -5.39789  0.118
C -5.12341 -4.70627 7.49652  -0.105
C -6.41736 -5.49972 7.64705  -0.273
C -6.41085 -6.80577 6.84920  -0.186
C -6.24423 -6.50975 5.38707  -0.191
N -6.11435 -6.27500 4.23904  0.144
H -4.95863 -4.39620 6.46142  0.061
H -5.16148 -3.79900 8.10418  0.075
H -4.26122 -5.29684 7.82043  0.081
H -7.25650 -4.87400 7.32665  0.111
H -6.57306 -5.72919 8.70534  0.106
H -7.35058 -7.34320 6.99926  0.111
H -5.59379 -7.45325 7.17862  0.116
C -6.36103 3.19389 -3.29138  -0.121
C -4.83868 3.12384 -3.22817  -0.273
C -4.32422 1.77050 -2.73263  -0.189
C -4.83450 1.50890 -1.34488  -0.207
N -5.23609 1.30516 -0.25464  0.120
H -6.81129 3.07325 -2.30280  0.068
H -6.68112 4.16536 -3.67688  0.068
H -6.76235 2.41737 -3.94989  0.074
H -4.47409 3.92111 -2.57278  0.113
H -4.43220 3.31609 -4.22553  0.105
H -3.23088 1.76680 -2.71866  0.066
H -4.65758 0.96680 -3.39487  0.117

Calculated values
Total charge = -1
E_LUMO = 1.889 eV
Max |F| = 4.8 eV/A

***

No. 3
The molecule C5H8 in a non-equilibrium geometry, computed with ωB97M-V/def2-TZVPD.

Each line ends with the Löwdin charge.
Positions of all 13 atoms, in Å:
C -0.46303 -2.82501 0.74143  -0.008
C -0.08093 -1.40333 0.34705  0.114
C 0.07715 0.16472 -0.13156  -0.317
C 0.38956 1.22200 0.88584  -0.114
C -0.25051 0.72693 -1.47949  -0.129
H 0.25117 -3.55915 0.55753  -0.012
H -1.45033 -3.02393 1.00776  -0.007
H 0.56367 0.65768 1.76092  0.056
H -0.50183 1.83312 0.93156  0.076
H 1.18540 1.84033 0.38621  0.100
H 0.64026 1.15783 -2.03701  0.098
H -0.91220 1.60303 -1.40950  0.078
H -0.76393 0.07557 -2.17229  0.065

Calculated values
E_LUMO (alpha / beta) = 1.010 / 1.010 eV
SMILES = C=C=C(C)C
Max |F| = 9.3 eV/A
Energy above the lowest of the compared OMol25 structures with the same formula, charge and spin = 111.7 kcal per mole